(1)
{
  "formula": "C22H19BrN6OSTi",
  "method": "ωB97M-V/def2-TZVPD",
  "lumo_energy_ev": [-2.395, -4.450],
  "orbital_gap_ha": [0.251, 0.257],
  "s_squared": 3.770,
  "charge": 1,
  "spin_multiplicity": 4,
  "e_above_lowest_kj_mol": 0.0,
  "energy_ev": -138099.2518,
  "species": ["Ti", "C", "N", "C", "C", "N", "C", "C", "C", "C", "C", "C", "N", "C", "N", "C", "C", "C", "C", "C", "C", "N", "H", "H", "H", "H", "H", "H", "H", "H", "H", "H", "H", "H", "H", "H", "H", "O", "C", "C", "C", "N", "C", "Br", "C", "H", "H", "H", "H", "S", "C"],
  "coordinates": [[-0.36, -0.35, -0.99], [-2.07, -2.24, 0.77], [-0.69, -2.25, 0.28], [0.36, -2.35, 1.30], [1.08, -1.05, 1.44], [0.84, 0.01, 0.70], [1.74, 0.99, 1.13], [1.93, 2.30, 0.71], [2.93, 3.03, 1.34], [3.72, 2.48, 2.35], [3.54, 1.18, 2.78], [2.54, 0.45, 2.15], [2.09, -0.85, 2.32], [-2.65, -0.87, 0.69], [-2.06, 0.17, 0.15], [-2.97, 1.23, 0.24], [-2.88, 2.57, -0.12], [-3.97, 3.37, 0.12], [-5.15, 2.88, 0.70], [-5.25, 1.56, 1.09], [-4.14, 0.76, 0.86], [-3.90, -0.58, 1.12], [-2.69, -2.90, 0.15], [-2.14, -2.60, 1.80], [-0.59, -2.98, -0.41], [-0.05, -2.64, 2.27], [1.08, -3.12, 1.01], [1.33, 2.74, -0.07], [3.10, 4.05, 1.04], [4.49, 3.08, 2.81], [4.14, 0.74, 3.57], [2.45, -1.51, 2.98], [-1.98, 2.98, -0.56], [-3.92, 4.42, -0.16], [-5.98, 3.55, 0.85], [-6.14, 1.17, 1.55], [-4.55, -1.22, 1.53], [4.31, -0.93, -4.26], [3.32, -1.18, -3.40], [3.12, -2.42, -2.79], [2.07, -2.59, -1.92], [1.23, -1.58, -1.65], [1.44, -0.42, -2.23], [-0.17, 1.86, -2.22], [2.44, -0.12, -3.11], [4.85, -1.72, -4.42], [3.78, -3.25, -3.01], [1.88, -3.54, -1.44], [2.57, 0.85, -3.57], [-2.56, -2.02, -3.12], [-1.54, -1.13, -2.35]],
  "lowdin_charge": [0.388, -0.094, -0.096, -0.087, -0.287, 0.060, -0.181, -0.012, -0.066, -0.071, -0.010, -0.175, 0.184, -0.296, 0.051, -0.179, -0.024, -0.066, -0.070, -0.008, -0.173, 0.185, 0.136, 0.134, 0.116, 0.134, 0.133, 0.050, 0.111, 0.110, 0.115, 0.174, 0.044, 0.111, 0.111, 0.116, 0.176, 0.113, -0.292, 0.018, -0.089, -0.054, -0.279, 0.400, 0.013, 0.126, 0.124, 0.120, 0.120, 0.703, -0.763]
}

***

(2)
{
  "formula": "C22H19Cl2N2",
  "method": "ωB97M-V/def2-TZVPD",
  "lumo_energy_ev": -3.331,
  "orbital_gap_ha": 0.310,
  "charge": 1,
  "spin_multiplicity": 1,
  "smiles": "Cc1cc2[nH]c[n+](C(c3ccc(Cl)cc3)c3ccc(Cl)cc3)c2cc1C",
  "energy_ev": -51141.6891,
  "species": ["C", "C", "C", "C", "N", "C", "N", "C", "C", "C", "C", "C", "Cl", "C", "C", "C", "C", "C", "C", "Cl", "C", "C", "C", "C", "C", "C", "H", "H", "H", "H", "H", "H", "H", "H", "H", "H", "H", "H", "H", "H", "H", "H", "H", "H", "H"],
  "coordinates": [[-5.47, -0.47, 1.13], [-4.01, -0.30, 0.79], [-3.40, -1.26, 0.01], [-2.09, -1.08, -0.37], [-1.25, -2.00, -0.98], [-0.04, -1.47, -1.11], [-0.03, -0.24, -0.57], [1.19, 0.51, -0.46], [1.90, 0.34, -1.79], [1.30, 0.90, -2.92], [2.01, 1.01, -4.13], [3.34, 0.53, -4.18], [4.35, 0.96, -5.49], [3.86, -0.23, -3.12], [3.03, -0.45, -2.00], [1.97, 0.14, 0.82], [1.25, -0.04, 2.00], [1.91, -0.37, 3.20], [3.31, -0.47, 3.23], [4.12, -0.73, 4.73], [4.04, -0.30, 2.05], [3.37, 0.07, 0.88], [-1.33, 0.03, -0.03], [-1.90, 0.96, 0.85], [-3.26, 0.82, 1.22], [-3.92, 1.86, 2.07], [-5.85, -1.40, 0.68], [-5.66, -0.53, 2.21], [-6.10, 0.34, 0.75], [-3.93, -2.14, -0.37], [-1.51, -2.94, -1.27], [0.86, -2.01, -1.42], [0.95, 1.57, -0.37], [0.25, 1.24, -2.87], [1.56, 1.48, -5.01], [4.88, -0.59, -3.15], [3.30, -1.23, -1.27], [0.18, 0.06, 2.00], [1.36, -0.57, 4.11], [5.11, -0.49, 2.05], [3.94, 0.26, -0.03], [-1.30, 1.76, 1.28], [-4.97, 1.65, 2.25], [-3.45, 1.98, 3.05], [-3.88, 2.85, 1.58]],
  "lowdin_charge": [-0.041, -0.201, 0.042, -0.176, 0.183, 0.024, 0.050, -0.167, -0.208, -0.023, -0.074, -0.680, 0.722, -0.068, -0.063, -0.154, -0.020, -0.070, -0.672, 0.711, -0.071, -0.023, -0.100, 0.051, -0.197, -0.030, 0.086, 0.096, 0.097, 0.137, 0.188, 0.178, 0.173, 0.129, 0.114, 0.117, 0.123, 0.093, 0.106, 0.116, 0.101, 0.132, 0.071, 0.098, 0.098]
}